# 1
C4H3NOS2 | ωB97M-V/def2-TZVPD

Calculated values
- HOMO level (Eh) = -0.3391
- max |F| (hartree/bohr) = 0.01750
- total energy (Ha) = -1080.55380
- Kohn-Sham gap (eV) = 8.99
- LUMO energy (hartree) = -0.0088
- SMILES string = C=C1C=NSC(=O)S1

```
! wB97M-V def2-TZVPD RIJCOSX def2/J DEFGRID3
* xyz 0 1
C -1.054 0.394 -1.654
C -0.254 0.048 -0.642
C -0.595 -1.100 0.210
N -0.209 -1.377 1.391
S 0.840 -0.451 2.325
C 1.625 0.791 1.313
O 2.468 1.498 1.812
S 1.272 0.940 -0.418
H -1.928 -0.215 -1.852
H -0.860 1.249 -2.276
H -1.307 -1.778 -0.210
*
```

# 2
C25H48NdOP2 | ωB97M-V/def2-TZVPD

Calculated values
- expectation value of S² = 3.76
- HOMO level (alpha / beta) (Eh) = -0.3415 / -0.3422
- max |F| (hartree/bohr) = 0.20793
- total energy (Ha) = -2300.37797
- Kohn-Sham gap (alpha / beta) (eV) = 4.86 / 4.95
- LUMO energy (alpha / beta) (hartree) = -0.1628 / -0.1604

```
! wB97M-V def2-TZVPD RIJCOSX def2/J DEFGRID3
* xyz 1 4
Nd 0.075 -0.860 -0.819
C 2.689 -1.245 1.214
C 2.579 -1.906 -0.051
C 3.249 0.266 -0.428
C 3.158 0.070 0.973
C 2.901 -0.954 -1.078
C 2.420 -1.838 2.540
H 1.749 -2.702 2.460
H 1.941 -1.115 3.217
H 3.341 -2.191 3.032
C 3.538 1.063 2.004
H 3.573 0.601 2.995
H 2.828 1.898 2.050
H 4.529 1.495 1.811
C 3.632 1.523 -1.107
H 4.490 1.366 -1.779
H 3.920 2.278 -0.365
H 2.812 1.943 -1.712
C 2.868 -1.187 -2.554
H 3.723 -1.803 -2.873
H 2.929 -0.236 -3.099
H 1.962 -1.711 -2.919
C 2.267 -3.348 -0.244
H 3.142 -3.968 0.013
H 2.009 -3.579 -1.288
H 1.439 -3.698 0.397
C -2.061 -0.859 0.284
C -1.308 -1.913 0.754
C -1.614 -3.336 0.377
C -1.247 -3.804 -1.074
C -0.792 -2.776 -2.098
C -1.573 -1.692 -2.463
C -3.028 -1.562 -2.008
C -3.276 -1.027 -0.581
H -2.677 -3.540 0.560
H -2.128 -4.352 -1.448
H -1.109 -3.987 1.109
H -3.997 -1.689 -0.086
H -1.934 0.141 0.724
H -0.549 -1.753 1.552
H -3.806 -0.062 -0.624
H -3.595 -0.939 -2.728
H -1.303 -1.051 -3.324
H -3.499 -2.555 -2.073
H -0.457 -4.569 -0.976
H 0.014 -3.116 -2.781
P -1.072 0.769 3.767
C 0.251 1.672 4.689
H -0.127 2.215 5.566
H 0.760 2.363 4.001
H 0.997 0.923 4.996
C -2.225 2.177 3.450
H -2.310 2.815 4.341
H -3.209 1.759 3.178
H -1.864 2.755 2.585
C -1.980 -0.083 5.116
H -2.886 -0.532 4.686
H -2.247 0.581 5.947
H -1.357 -0.911 5.476
P -1.066 2.216 -2.969
C -0.717 1.955 -4.747
H -1.519 2.375 -5.371
H -0.647 0.870 -4.912
H 0.255 2.398 -4.997
C -2.894 2.342 -3.016
H -3.279 1.326 -3.177
H -3.218 3.011 -3.824
H -3.270 2.694 -2.043
C -0.601 3.969 -2.727
H -0.884 4.567 -3.602
H 0.483 4.019 -2.554
H -1.100 4.342 -1.821
C 0.382 2.381 0.513
O 0.074 1.081 0.084
H -0.092 3.133 -0.139
H 1.471 2.521 0.464
H 0.068 2.571 1.554
*
```

# 3
C14H17N5O2Rh | ωB97M-V/def2-TZVPD

Calculated values
- expectation value of S² = 6.02
- HOMO level (alpha / beta) (Eh) = -0.6864 / -0.6952
- max |F| (hartree/bohr) = 0.04929
- total energy (Ha) = -1077.41186
- Kohn-Sham gap (alpha / beta) (eV) = 9.18 / 6.52
- LUMO energy (alpha / beta) (hartree) = -0.3489 / -0.4557

```
! wB97M-V def2-TZVPD RIJCOSX def2/J DEFGRID3
* xyz 3 5
Rh 0.002 -0.660 0.409
O -0.154 -1.432 -3.788
C 0.169 -1.212 -2.654
N -0.694 -0.862 -1.654
C -1.998 -1.139 -1.945
O -2.421 -1.346 -3.048
C -2.798 -1.304 -0.668
C -4.165 -1.531 -0.724
C -4.835 -1.774 0.472
C -4.109 -1.859 1.649
C -2.736 -1.633 1.613
N -2.112 -1.332 0.484
C 1.562 -1.425 -2.103
C 2.619 -1.710 -2.955
C 3.858 -2.001 -2.388
C 3.969 -2.078 -1.009
C 2.853 -1.790 -0.227
N 1.695 -1.439 -0.768
H -4.669 -1.523 -1.680
H -5.909 -1.913 0.471
H -4.579 -2.101 2.590
H -2.134 -1.709 2.515
H 2.454 -1.708 -4.024
H 4.715 -2.179 -3.028
H 4.897 -2.362 -0.532
H 2.907 -1.861 0.857
N 1.612 4.598 1.506
C 0.727 3.681 2.289
C 0.958 2.183 2.010
N 0.096 1.605 0.964
H 1.309 5.577 1.636
H 1.607 4.412 0.493
H 2.587 4.541 1.843
H -0.315 3.948 2.091
H 0.914 3.880 3.347
H 0.753 1.646 2.941
H 2.001 2.001 1.741
H 0.250 2.056 0.060
H -0.886 1.753 1.216
*
```

# 4
C46H45N8O14 | ωB97M-V/def2-TZVPD

Calculated values
- HOMO level (Eh) = -0.4128
- max |F| (hartree/bohr) = 0.10977
- total energy (Ha) = -3270.35713
- Kohn-Sham gap (eV) = 6.41
- LUMO energy (hartree) = -0.1773

```
! wB97M-V def2-TZVPD RIJCOSX def2/J DEFGRID3
* xyz 1 1
C 1.506 0.592 4.054
C 1.675 0.281 2.465
C 3.001 0.924 1.828
C 2.765 2.410 1.188
N 2.904 3.517 2.179
C 1.665 3.898 2.820
C 0.244 3.345 2.545
C -1.007 3.847 3.335
C -2.422 3.194 2.998
O -3.103 2.683 3.926
O -2.875 3.207 1.648
C -0.762 4.951 4.425
C 0.689 5.435 4.640
N 1.786 4.931 3.856
H 2.456 1.021 4.522
H 1.319 -0.420 4.585
H 0.604 1.248 4.299
H 0.719 0.500 1.861
H 1.812 -0.868 2.400
H 3.911 0.886 2.522
H 3.278 0.254 0.912
H 1.824 2.453 0.540
H 3.649 2.536 0.447
H 3.623 3.326 2.903
H 0.084 2.561 1.737
H -2.132 2.803 1.121
H -1.645 5.331 5.036
H 0.872 6.218 5.452
H 2.725 5.329 4.057
C -8.199 3.074 -0.056
C -8.336 2.440 -1.289
C -7.226 1.876 -1.908
C -5.983 1.948 -1.280
C -5.839 2.587 -0.051
C -6.953 3.152 0.560
N -4.815 1.334 -1.914
O -4.974 0.795 -3.006
O -3.746 1.390 -1.318
H -9.069 3.509 0.427
H -9.309 2.384 -1.765
H -7.346 1.385 -2.868
H -4.874 2.652 0.440
H -6.852 3.649 1.519
C 0.658 -4.710 -0.862
C 0.658 -3.343 -1.125
C 1.843 -2.618 -1.045
C 3.025 -3.275 -0.704
C 3.029 -4.642 -0.431
C 1.839 -5.358 -0.511
N 4.279 -2.521 -0.643
O 4.234 -1.317 -0.870
O 5.300 -3.135 -0.373
H -0.267 -5.274 -0.931
H -0.266 -2.843 -1.397
H 1.829 -1.554 -1.253
H 3.943 -5.160 -0.161
H 1.832 -6.422 -0.304
C 6.026 1.389 7.988
C 6.000 2.731 8.359
C 5.883 3.720 7.389
C 5.790 3.353 6.046
C 5.824 2.011 5.668
C 5.943 1.029 6.645
N 5.642 4.389 5.023
O 5.634 5.556 5.388
O 5.528 4.030 3.854
H 6.112 0.619 8.749
H 6.067 3.005 9.407
H 5.864 4.761 7.691
H 5.757 1.717 4.626
H 5.968 -0.018 6.362
C 3.588 -11.745 0.326
C 2.273 -11.991 -0.057
C 1.576 -11.046 -0.804
C 2.210 -9.859 -1.167
C 3.525 -9.604 -0.780
C 4.212 -10.552 -0.030
N 1.490 -8.873 -1.975
O 0.333 -9.122 -2.281
O 2.089 -7.856 -2.303
H 4.130 -12.487 0.905
H 1.791 -12.921 0.225
H 0.552 -11.250 -1.097
H 4.024 -8.680 -1.054
H 5.237 -10.365 0.274
C -1.426 -0.074 -4.974
C -2.654 -0.711 -4.829
C -2.893 -1.919 -5.476
C -1.890 -2.483 -6.264
C -0.661 -1.845 -6.419
C -0.432 -0.636 -5.770
N -2.128 -3.767 -6.928
O -3.225 -4.288 -6.784
O -1.215 -4.247 -7.583
H -1.241 0.867 -4.462
H -3.426 -0.267 -4.207
H -3.855 -2.406 -5.355
H 0.123 -2.275 -7.034
H 0.523 -0.133 -5.882
C -2.687 4.724 -4.282
C -2.871 6.054 -4.651
C -4.157 6.564 -4.795
C -5.253 5.734 -4.563
C -5.074 4.400 -4.201
C -3.785 3.897 -4.061
N -6.609 6.273 -4.690
O -6.728 7.442 -5.027
O -7.545 5.524 -4.446
H -1.681 4.331 -4.164
H -2.012 6.693 -4.823
H -4.288 7.602 -5.083
H -5.921 3.746 -4.024
H -3.636 2.861 -3.776
*
```

# 5
C2H3INO3 | ωB97M-V/def2-TZVPD

Calculated values
- HOMO level (alpha / beta) (Eh) = -0.5129 / -0.5129
- max |F| (hartree/bohr) = 0.08381
- total energy (Ha) = -655.70925
- Kohn-Sham gap (alpha / beta) (eV) = 8.32 / 8.32
- LUMO energy (alpha / beta) (hartree) = -0.2073 / -0.2072

```
! wB97M-V def2-TZVPD RIJCOSX def2/J DEFGRID3
* xyz 1 1
C 0.237 -0.061 0.644
C 0.844 -0.046 -0.657
N -2.557 0.454 0.754
O 0.086 0.148 1.752
O 2.147 0.344 -0.617
O -1.832 0.028 -0.082
I 3.505 -0.962 0.034
H 0.407 0.719 -1.220
H 0.807 -1.124 -1.091
H -3.643 0.500 0.483
*
```

# 6
C47H58IN5O7PSSiY | ωB97M-V/def2-TZVPD

Calculated values
- HOMO level (Eh) = -0.1131
- max |F| (hartree/bohr) = 0.01756
- total energy (Ha) = -3991.86036
- Kohn-Sham gap (eV) = 7.12
- LUMO energy (hartree) = 0.1487

```
! wB97M-V def2-TZVPD RIJCOSX def2/J DEFGRID3
* xyz -2 1
Y -0.118 0.565 0.966
O -1.229 1.965 2.441
C -1.143 3.252 2.623
C -1.177 3.785 3.933
C -1.072 5.138 4.165
C -0.959 6.043 3.108
C -0.963 5.551 1.819
C -1.046 4.182 1.550
C -1.169 3.756 0.171
N -1.074 2.540 -0.207
N -1.452 2.309 -1.528
C -1.779 1.055 -1.646
O -1.794 0.201 -0.678
C -2.142 0.565 -3.007
C -1.839 1.319 -4.139
C -2.143 0.837 -5.401
C -2.754 -0.403 -5.549
C -3.057 -1.157 -4.425
C -2.751 -0.677 -3.159
H -1.258 3.083 4.755
H -1.074 5.501 5.187
H -0.872 7.106 3.296
H -0.897 6.234 0.977
H -1.449 4.504 -0.573
H -1.346 2.273 -4.005
H -1.888 1.424 -6.276
H -2.979 -0.784 -6.539
H -3.526 -2.129 -4.530
H -2.977 -1.263 -2.277
O -0.155 0.300 4.334
H 0.776 0.547 4.234
H -0.623 1.040 3.902
C -0.156 -3.187 -0.423
O -1.105 -2.222 -0.005
H -0.562 -3.834 -1.210
H 0.082 -3.802 0.446
H 0.760 -2.712 -0.785
H -1.284 -1.567 -0.698
N 1.047 -1.260 1.822
C 1.715 -2.097 2.281
N 2.478 -3.069 2.657
C 2.700 -3.273 3.943
N 2.937 -3.546 5.048
I 2.198 2.121 2.125
C -4.306 0.707 6.402
C -4.144 1.445 5.238
C -3.585 0.858 4.112
C -3.184 -0.478 4.134
C -3.353 -1.211 5.305
C -3.908 -0.622 6.432
P -2.516 -1.149 2.556
C -4.134 -1.542 1.773
C -5.091 -2.330 2.418
C -6.322 -2.568 1.831
C -6.619 -2.015 0.589
C -5.677 -1.232 -0.056
C -4.438 -0.995 0.533
C -1.894 -2.799 3.018
C -0.915 -2.883 4.011
C -0.342 -4.106 4.330
C -0.724 -5.253 3.648
C -1.675 -5.172 2.642
C -2.256 -3.951 2.326
H -4.731 1.169 7.285
H -4.434 2.488 5.206
H -3.421 1.446 3.217
H -3.034 -2.245 5.344
H -4.021 -1.202 7.341
H -4.865 -2.757 3.388
H -7.054 -3.182 2.344
H -7.583 -2.200 0.129
H -5.894 -0.800 -1.026
H -3.689 -0.402 0.018
H -0.584 -1.980 4.512
H 0.434 -4.149 5.084
H -0.260 -6.203 3.884
H -1.959 -6.058 2.086
H -2.974 -3.891 1.519
C 1.456 -1.377 -4.572
C 2.389 -0.268 -5.051
C 1.687 0.565 -6.120
C 3.683 -0.868 -5.603
O 2.738 0.641 -4.013
Si 2.937 0.424 -2.383
S 1.127 0.033 -1.476
O 4.067 -0.771 -2.296
C 4.911 -1.177 -1.210
C 4.245 -0.946 0.138
C 5.173 -2.664 -1.422
C 6.213 -0.384 -1.309
O 3.705 1.772 -1.844
C 3.459 3.168 -1.999
C 4.329 3.851 -0.945
C 3.888 3.592 -3.402
C 1.997 3.515 -1.751
H 1.204 -2.031 -5.412
H 0.539 -0.958 -4.157
H 1.936 -1.977 -3.795
H 1.425 -0.048 -6.988
H 2.342 1.377 -6.447
H 0.773 0.995 -5.707
H 3.478 -1.560 -6.426
H 4.202 -1.402 -4.806
H 4.334 -0.070 -5.967
H 3.284 -1.455 0.179
H 4.067 0.117 0.315
H 4.873 -1.325 0.949
H 4.237 -3.219 -1.340
H 5.868 -3.046 -0.670
H 5.598 -2.831 -2.415
H 5.997 0.681 -1.217
H 6.691 -0.563 -2.276
H 6.904 -0.676 -0.513
H 5.383 3.620 -1.123
H 4.049 3.487 0.045
H 4.196 4.936 -0.974
H 4.917 3.273 -3.587
H 3.835 4.681 -3.500
H 3.245 3.133 -4.153
H 1.720 3.244 -0.732
H 1.332 2.974 -2.429
H 1.838 4.589 -1.888
*
```

# 7
CH35HfO20 | ωB97M-V/def2-TZVPD

Calculated values
- HOMO level (Eh) = -0.6687
- max |F| (hartree/bohr) = 0.09769
- total energy (Ha) = -1611.13528
- Kohn-Sham gap (eV) = 7.47
- LUMO energy (hartree) = -0.3942

```
! wB97M-V def2-TZVPD RIJCOSX def2/J DEFGRID3
* xyz 3 1
Hf -0.142 2.422 1.005
C -0.487 -0.042 0.195
O -0.106 0.962 -0.457
O -0.321 -1.299 -0.219
O -0.732 0.372 1.333
H 0.116 -1.489 -1.027
O -2.439 -2.848 0.720
H -1.677 -2.459 1.149
H -2.156 -3.214 -0.126
O 1.494 1.442 1.904
H 2.417 1.755 1.759
H 1.542 0.527 2.253
O -0.706 3.378 -0.929
H -1.009 2.833 -1.652
H -0.520 4.249 -1.225
O 0.831 -3.933 0.704
H 1.547 -3.315 0.513
H 0.542 -4.031 -0.199
O -2.428 -0.731 -2.300
H -2.132 -1.674 -2.249
H -2.835 -0.679 -1.431
O 2.604 -1.782 0.748
H 2.759 -0.996 0.202
H 2.256 -1.411 1.546
O 1.026 -3.211 -2.055
H 0.669 -3.699 -2.795
H 1.962 -3.147 -2.255
O 1.726 2.974 -0.089
H 2.249 2.319 -0.648
H 2.358 3.664 0.137
O 1.168 2.406 -3.168
H 0.947 1.489 -2.919
H 1.859 2.291 -3.809
O 1.109 -0.192 -3.169
H 0.732 -1.077 -3.146
H 1.322 -0.011 -4.104
O -1.899 1.945 -2.744
H -2.717 2.365 -2.812
H -1.963 0.969 -2.620
O -0.449 -2.702 2.493
H -0.457 -3.180 3.338
H 0.078 -3.292 1.853
O -0.932 2.384 3.090
H -0.759 1.779 3.858
H -1.686 2.909 3.394
O 2.972 0.603 -0.901
H 2.390 0.288 -1.601
H 3.860 0.534 -1.201
O 1.531 -0.974 3.005
H 2.272 -1.422 3.504
H 0.842 -1.614 2.861
O -2.224 2.242 0.717
H -2.659 1.707 1.404
H -2.871 2.611 0.065
O -3.444 0.465 2.373
H -4.236 0.795 2.789
H -3.197 -0.267 2.949
*
```